Entry 1:
Formula: C14H17N3Os
Source: the Open Molecules 2025 dataset
Level of theory: ωB97M-V/def2-TZVPD

Output
- HOMO-LUMO gap (spin up / spin down) (eV) = 5.00 / 3.81
- multiplicity = 5
- total charge = +2
- LUMO (spin up / spin down) (eV) = -7.58 / -11.53
- HOMO energy (spin up / spin down) (hartree) = -0.462 / -0.564

Each line ends with the Löwdin spin population.
Atoms and positions in Å:
C  0.595  -1.841  -0.951  0.053
C  -1.342  -1.180  0.981  0.336
H  0.675  -1.694  -2.043  0.011
H  1.030  -2.838  -0.848  0.004
H  1.519  -1.509  -0.369  0.008
H  -2.094  -0.496  0.774  0.022
H  -2.297  -2.214  0.348  0.019
H  -1.263  -1.552  2.020  0.014
C  2.347  0.989  -1.776  0.069
C  3.195  1.914  -2.406  0.149
C  3.088  3.272  -2.117  0.057
C  2.125  3.667  -1.178  0.097
H  2.419  -0.074  -1.971  0.002
H  3.934  1.534  -3.127  0.005
H  3.730  4.014  -2.606  0.001
H  1.964  4.711  -0.894  0.001
N  1.406  1.376  -0.879  0.134
C  1.304  2.697  -0.581  0.159
C  0.257  3.021  0.398  0.125
N  -0.466  1.945  0.816  0.082
C  -1.481  2.170  1.693  0.163
C  -1.018  4.550  1.780  0.066
C  -1.773  3.454  2.191  0.126
H  -2.042  1.303  2.008  0.006
H  -2.601  3.552  2.911  0.003
C  0.023  4.326  0.865  0.172
H  0.669  5.125  0.492  0.004
H  -1.227  5.559  2.154  0.001
Os  0.083  -0.053  0.085  1.567
C  1.238  -0.420  1.701  0.075
H  0.616  -0.181  2.572  0.023
H  2.127  0.218  1.632  0.012
H  1.468  -1.487  1.674  0.013
N  -1.809  -2.744  -0.458  0.349
C  -0.763  -2.017  -0.247  0.072

***

Entry 2:
Formula: C4H8N3
Source: the Open Molecules 2025 dataset
Level of theory: ωB97M-V/def2-TZVPD

Output
- HOMO-LUMO gap (eV) = 9.15
- total charge = +1
- LUMO (eV) = -4.50
- HOMO energy (hartree) = -0.502
- SMILES = C1C[NH2+][C@@H]2NC2=N1

Each line ends with the Mulliken charge.
Atoms and positions in Å:
C  -0.166  0.906  1.180  0.583
C  -1.569  0.051  -0.463  -0.403
C  -0.426  -0.724  -1.050  -0.627
C  1.175  0.645  0.450  -0.346
N  -1.336  0.560  0.858  -0.508
N  1.182  0.459  1.908  -0.495
N  0.861  -0.591  -0.279  -0.152
H  -1.940  0.855  -1.092  0.341
H  -2.458  -0.547  -0.350  0.334
H  -0.543  -1.745  -1.090  0.432
H  -0.144  -0.345  -2.011  0.354
H  1.466  1.486  -0.236  0.429
H  1.556  1.124  2.553  0.292
H  0.755  -1.159  0.529  0.403
H  1.587  -0.972  -0.904  0.363

***

Entry 3:
Formula: C23H21F12NO2ReSeSi
Source: the Open Molecules 2025 dataset
Level of theory: ωB97M-V/def2-TZVPD

Output
- HOMO-LUMO gap (spin up / spin down) (eV) = 5.84 / 5.83
- total charge = +3
- LUMO (spin up / spin down) (eV) = -11.85 / -11.83
- HOMO energy (spin up / spin down) (hartree) = -0.650 / -0.649

Each line ends with the Mulliken charge.
Atoms and positions in Å:
Re  -0.790  1.586  0.593  1.049
C  0.498  1.543  -6.491  -1.683
C  0.172  1.188  -5.094  0.403
C  -0.777  0.200  -4.791  -1.041
C  -1.033  -0.132  -3.496  0.247
C  -0.371  0.516  -2.391  0.594
N  -0.661  0.101  -1.128  -0.382
C  -0.963  -1.216  -0.979  0.470
C  -0.318  -2.155  -1.856  0.167
C  -0.653  -3.477  -1.884  -1.142
C  -1.670  -3.957  -1.050  0.060
C  -2.109  -5.371  -1.084  -1.518
C  -2.247  -3.059  -0.106  -0.328
C  -1.882  -1.750  -0.001  -0.654
C  -2.504  -0.908  1.097  0.657
O  -2.054  0.413  1.044  -0.347
C  -2.043  -1.427  2.505  0.660
F  -2.681  -0.780  3.462  -0.231
F  -0.730  -1.163  2.623  -0.237
F  -2.206  -2.729  2.650  -0.222
C  -4.066  -0.862  1.002  0.780
F  -4.531  0.171  1.674  -0.209
F  -4.588  -1.983  1.482  -0.211
F  -4.409  -0.733  -0.281  -0.232
C  0.502  1.621  -2.708  -0.704
C  0.778  1.892  -4.012  -0.663
C  1.170  2.412  -1.610  1.093
O  0.344  2.454  -0.478  -0.345
C  1.448  3.913  -1.979  0.575
F  1.629  4.605  -0.870  -0.204
F  0.399  4.408  -2.627  -0.224
F  2.526  4.018  -2.745  -0.200
C  2.494  1.704  -1.179  0.556
F  2.175  0.490  -0.690  -0.190
F  3.104  2.377  -0.219  -0.233
F  3.296  1.534  -2.210  -0.223
H  0.366  0.703  -7.170  0.439
H  -0.198  2.325  -6.829  0.372
H  1.495  1.972  -6.587  0.427
H  -1.324  -0.280  -5.593  0.530
H  -1.826  -0.834  -3.273  0.675
H  0.511  -1.799  -2.454  0.701
H  -0.128  -4.159  -2.541  0.488
H  -1.679  -5.920  -1.917  0.412
H  -1.825  -5.873  -0.151  0.377
H  -3.200  -5.437  -1.121  0.410
H  -3.010  -3.457  0.547  0.743
H  1.491  2.666  -4.266  0.621
C  3.493  2.287  4.909  -0.876
Si  2.475  0.936  5.566  0.468
C  0.899  1.305  6.388  -0.867
C  3.039  -0.782  5.419  -0.929
Se  -0.222  2.459  2.553  -0.067
H  4.183  2.631  5.694  0.380
H  2.885  3.144  4.616  0.336
H  4.103  1.963  4.064  0.341
H  1.070  1.407  7.469  0.378
H  0.174  0.501  6.251  0.335
H  0.474  2.246  6.037  0.334
H  3.622  -1.055  6.309  0.380
H  3.687  -0.918  4.552  0.363
H  2.196  -1.474  5.358  0.343

***

Entry 4:
Formula: C39H66F6O33P
Source: the Open Molecules 2025 dataset
Level of theory: ωB97M-V/def2-TZVPD

Output
- HOMO-LUMO gap (eV) = 10.31
- total charge = -1
- LUMO (eV) = 1.90
- HOMO energy (hartree) = -0.309

Each line ends with the Mulliken charge.
Atoms and positions in Å:
P  0.023  -0.520  -0.171  1.163
F  1.416  -0.271  -0.936  -0.303
F  -0.843  0.455  -1.135  -0.655
F  -0.257  -1.770  -1.169  0.119
F  -1.362  -0.831  0.629  -0.638
F  0.818  -1.485  0.887  0.020
F  0.340  0.720  0.824  -0.534
C  4.748  1.526  -1.072  -1.225
C  4.332  2.178  0.236  1.778
C  3.658  1.219  1.226  0.583
O  4.169  1.659  2.474  -0.482
C  5.439  2.110  2.255  0.476
O  6.276  2.248  3.089  -0.597
O  5.540  2.457  0.977  -0.518
H  5.008  0.478  -0.915  0.405
H  5.656  2.027  -1.400  0.456
H  3.930  1.529  -1.789  -0.089
H  3.791  3.123  0.176  -0.206
H  3.963  0.174  1.087  0.627
H  2.576  1.140  1.134  -1.143
C  -0.759  -5.341  -1.215  -1.673
C  -0.998  -4.748  0.147  1.381
C  -2.279  -3.952  0.328  1.202
O  -2.459  -4.135  1.739  -0.523
C  -1.832  -5.254  2.166  0.424
O  -1.887  -5.632  3.287  -0.584
O  -1.136  -5.781  1.119  -0.488
H  -1.490  -6.088  -1.521  0.375
H  0.275  -5.672  -1.323  0.433
H  -0.789  -4.554  -1.978  0.214
H  -0.141  -4.114  0.400  -0.112
H  -3.122  -4.404  -0.202  0.567
H  -2.178  -2.886  0.159  -1.259
C  -3.272  0.550  -4.675  -1.375
C  -2.014  1.155  -4.012  1.032
C  -0.795  0.247  -4.121  0.846
O  0.214  1.167  -4.547  -0.139
C  -0.307  2.386  -4.836  0.309
O  0.277  3.335  -5.256  -0.566
O  -1.633  2.372  -4.606  -0.458
H  -3.738  -0.172  -4.003  0.070
H  -2.995  0.061  -5.605  0.390
H  -3.983  1.375  -4.723  0.447
H  -2.242  1.330  -2.957  -0.178
H  -0.901  -0.633  -4.751  0.476
H  -0.505  -0.010  -3.100  -0.719
C  -3.271  -1.714  -1.354  1.011
C  -3.090  -2.908  -2.293  1.798
C  -4.411  -3.383  -2.971  -0.680
O  -3.978  -3.671  -4.288  -0.421
C  -2.856  -2.946  -4.544  0.354
O  -2.457  -2.653  -5.624  -0.548
O  -2.257  -2.588  -3.390  -0.224
H  -3.280  -1.978  -0.298  -1.541
H  -4.211  -1.195  -1.548  0.886
H  -2.427  -1.037  -1.497  -0.759
H  -2.676  -3.787  -1.793  -0.898
H  -5.221  -2.653  -3.010  0.326
H  -4.699  -4.265  -2.401  0.454
C  2.723  -1.541  4.744  -1.266
C  2.924  -2.956  4.215  0.852
C  2.501  -3.128  2.768  0.927
O  3.623  -3.730  2.117  -0.444
C  4.661  -3.787  2.948  0.515
O  5.729  -4.286  2.781  -0.579
O  4.323  -3.204  4.132  -0.432
H  3.379  -0.785  4.312  0.386
H  2.931  -1.519  5.813  0.381
H  1.688  -1.270  4.521  0.142
H  2.478  -3.693  4.887  0.217
H  2.353  -2.160  2.287  -0.552
H  1.567  -3.664  2.605  -0.130
C  -3.719  -0.414  2.413  -0.589
C  -4.978  -1.244  2.310  0.076
C  -6.036  -0.781  1.332  -0.667
O  -6.303  -1.916  0.522  -0.393
C  -5.428  -2.904  0.799  0.629
O  -5.341  -3.907  0.163  -0.554
O  -4.697  -2.571  1.881  -0.138
H  -3.176  -0.829  3.267  0.207
H  -3.860  0.617  2.739  0.573
H  -3.154  -0.460  1.485  -0.151
H  -5.511  -1.303  3.263  0.693
H  -5.762  0.071  0.706  0.258
H  -6.935  -0.500  1.883  0.398
C  -1.392  -1.451  3.701  -0.117
O  -1.641  -1.503  5.094  -0.436
C  -1.001  -2.393  5.843  0.719
O  -0.219  -3.209  5.455  -0.502
O  -1.365  -2.140  7.108  -0.370
C  -0.675  -2.832  8.137  -0.658
H  -2.276  -1.849  3.200  0.172
H  -0.475  -1.905  3.335  0.004
H  -1.414  -0.438  3.297  0.073
H  0.287  -3.159  7.741  0.290
H  -1.293  -3.666  8.463  0.270
H  -0.448  -2.220  9.009  0.259
C  1.378  2.816  -1.402  0.563
O  2.125  3.086  -2.577  0.325
C  2.187  4.375  -2.946  0.606
O  1.881  5.320  -2.299  -0.551
O  2.722  4.481  -4.153  -0.401
C  3.289  3.433  -4.895  -0.432
H  1.976  2.508  -0.548  -0.577
H  0.760  1.962  -1.663  -0.819
H  0.763  3.642  -1.050  0.600
H  4.369  3.389  -4.723  0.332
H  3.190  3.650  -5.961  0.244
H  2.846  2.440  -4.853  0.087
C  3.000  -0.879  -3.559  -0.204
O  3.306  -1.420  -4.829  -0.384
C  3.032  -0.756  -5.943  0.738
O  2.727  0.412  -6.028  -0.515
O  3.119  -1.605  -6.945  -0.385
C  2.866  -1.067  -8.237  -0.669
H  2.238  -0.104  -3.696  -0.064
H  3.847  -0.382  -3.095  0.245
H  2.519  -1.504  -2.808  0.284
H  1.892  -0.582  -8.294  0.288
H  2.796  -1.924  -8.904  0.255
H  3.601  -0.375  -8.641  0.286
C  4.815  6.544  1.876  -0.765
O  3.672  5.744  1.996  -0.318
C  2.714  5.870  1.072  0.698
O  2.765  6.665  0.180  -0.566
O  1.795  4.933  1.182  -0.167
C  1.888  3.911  2.175  0.106
H  5.521  6.199  1.114  0.286
H  5.388  6.551  2.801  0.289
H  4.639  7.580  1.585  0.317
H  2.801  3.328  2.124  0.050
H  1.007  3.313  1.949  -0.394
H  1.628  4.271  3.172  0.503
C  -2.061  2.267  1.430  0.245
O  -2.165  3.531  2.061  -0.290
C  -3.328  3.993  2.485  0.651
O  -4.389  3.452  2.271  -0.586
O  -3.124  5.123  3.124  -0.352
C  -4.248  5.990  3.288  -0.685
H  -1.688  1.431  2.015  -0.317
H  -1.323  2.375  0.638  -0.162
H  -2.996  2.052  0.916  0.635
H  -3.919  6.873  3.828  0.224
H  -4.987  5.457  3.886  0.291
H  -4.599  6.273  2.297  0.310

***

Entry 5:
Formula: C4H10O3
Source: the Open Molecules 2025 dataset
Level of theory: ωB97M-V/def2-TZVPD

Output
- HOMO-LUMO gap (eV) = 11.23
- LUMO (eV) = 0.72
- HOMO energy (hartree) = -0.386
- SMILES = CCOC(C)=O.O

Each line ends with the Mulliken charge.
Atoms and positions in Å:
O  -1.201  1.636  0.858  -0.510
O  0.274  -0.118  0.954  -0.314
C  -0.573  0.813  1.433  0.645
C  -0.611  0.684  2.972  -0.985
C  1.293  -1.479  -0.845  -1.059
C  0.191  -0.464  -0.375  -0.142
H  0.394  0.882  3.380  0.268
H  -0.963  -0.287  3.360  0.286
H  -1.296  1.472  3.325  0.318
H  2.266  -1.170  -0.427  0.324
H  1.368  -1.482  -1.945  0.318
H  1.074  -2.504  -0.504  0.291
H  0.389  0.461  -0.951  0.201
H  -0.755  -0.899  -0.751  0.355
O  -0.942  0.585  -3.471  -0.629
H  -0.863  1.467  -3.900  0.328
H  -0.045  0.403  -3.111  0.304

***

Max |F|
In order: 0.1301; 0.0952; 0.0311; 0.0488; 0.0760
Unit: hartree/bohr
Total energy
In order: -797.658909; -321.065587; -5060.880949; -4949.535781; -384.118588
Unit: Ha